DFT (ωB97M-V/def2-TZVPD) results for 2 unconnected molecules or ions with the total composition C4H6NO2 in a non-equilibrium geometry.

XYZ file:
```
13
Properties=species:S:1:pos:R:3:forces:R:3
C 0.089 -1.725 0.497 -0.57 -0.12 -2.66
C -0.889 -2.673 0.180 -2.47 -0.77 0.12
C 0.515 -1.544 1.765 1.38 0.62 3.11
C -0.686 1.551 0.254 0.32 1.81 1.00
N 0.893 -1.346 2.849 -0.88 -0.89 -0.93
O 1.187 -1.318 4.059 0.41 0.44 0.34
O -1.481 -3.522 0.941 1.54 1.65 -1.66
H 0.426 -0.997 -0.259 -0.26 -0.63 0.29
H -1.342 -2.515 -0.905 0.93 -0.50 1.38
H 0.057 2.187 -0.209 -0.37 0.25 -0.97
H -1.634 2.040 0.463 0.27 0.59 0.40
H -0.131 1.276 1.123 -0.29 -0.51 1.10
H -0.980 0.703 -0.246 0.01 -1.96 -1.51
```
Forces are in eV/Å.

## Properties
Multiplicity ... 1
E_LUMO ... 0.1400 Ha
E_HOMO ... -2.98 eV
Net charge ... -1
Calculated total energy ... -9828.079 eV
Energy relative to the best compared isomer or geometry (same formula, charge and spin) ... 3.604 eV